Density functional theory data (ωB97M-V/def2-TZVPD) for 2 unconnected molecules or ions with the total composition C2H2Br2O at a distorted geometry.

## Properties
Total charge: 0
F_max, eV/A: 1.68
Spin multiplicity: 3
HOMO level (spin up / spin down), eV: -8.68 / -10.17
Relative energy (zero: lowest compared OMol25 entry of this formula, charge and spin), kJ/mol: 0.0
Lowest unoccupied orbital energy (spin up / spin down), Eh: 0.024 / -0.149
<S²>: 2.013
HOMO-LUMO gap (spin up / spin down), eV: 9.3 / 6.1
E, eV: -144235.45344

```
7
Properties=species:S:1:pos:R:3:mulliken_charge:R:1
Br -3.1569 0.1195 0.0202 0.063
Br -0.0524 2.1768 -0.1309 -0.033
O -0.1596 -1.7737 0.3523 -0.455
C -0.1370 -0.5931 0.5775 0.120
C -0.4826 0.4206 -0.4172 -0.482
H -0.6396 0.1246 -1.4465 0.482
H 0.1713 -0.1756 1.5550 0.305
```